1.
This record from the Open Molecules 2025 dataset describes a 2-piece molecular cluster, C4H14N3 overall. The level of theory is ωB97M-V with the def2-TZVPD basis set.

Atoms and positions in Å:
C1 -1.02849 1.91391 -1.94896
C2 -0.56080 -0.30677 -1.03214
N1 -0.61003 1.01821 -0.87772
N2 -1.08156 -0.86910 -2.11110
N3 -0.01091 -1.08000 -0.07881
H1 0.11742 1.40770 -0.29450
H2 -1.52458 -0.35966 -2.85769
H3 -0.89438 -1.83712 -2.33263
H4 0.06587 -0.65580 0.84047
H5 -0.38498 -2.02304 -0.09049
H6 -0.95606 2.91495 -1.53888
H7 -2.09948 1.84358 -2.17592
H8 -0.49278 1.73754 -2.87367
C3 0.88588 0.08809 2.93984
C4 2.10568 -0.74469 2.58190
H9 -0.03786 -0.48157 2.74651
H10 0.83768 0.29125 4.00895
H11 0.76737 1.00291 2.35782
H12 2.99438 -0.47798 3.16283
H13 2.45738 -0.64896 1.55110
H14 1.92295 -1.79998 2.80182

Properties
E_tot: -8839.7629 eV
Kohn-Sham gap: 0.4378 Ha
Charge: +1
Spin multiplicity: 1
LUMO: -3.02 eV

2.
This record from the Open Molecules 2025 dataset describes C62H71As2N5O10Ti as an isolated structure. The level of theory is ωB97M-V with the def2-TZVPD basis set.

Atoms and positions in Å:
Ti1 0.73825 0.93750 -1.09175
C1 0.44100 -4.49290 -2.55450
O1 1.62414 -3.76846 -2.28410
C2 1.24009 -2.60872 -1.66646
N1 -0.01219 -2.37458 -1.59177
C3 -0.68431 -3.46834 -2.29040
C4 -1.92197 -4.01074 -1.62916
C5 -2.80631 -3.12559 -1.02954
C6 -3.98505 -3.58465 -0.46808
C7 -4.28727 -4.93641 -0.49611
C8 -3.43302 -5.81678 -1.13439
C9 -2.25969 -5.35551 -1.71044
C10 2.34092 -1.82431 -1.14613
C11 3.60360 -2.40476 -1.24153
C12 4.70225 -1.78950 -0.66310
C13 4.46062 -0.64712 0.08371
C14 3.17882 -0.11505 0.13884
N2 2.11238 -0.62564 -0.53997
C15 2.97641 1.02338 1.00954
N3 1.91473 1.73834 1.10427
C16 2.19616 2.76518 2.12186
C17 3.58393 2.36212 2.67167
O2 4.02025 1.33572 1.79998
C18 1.16201 2.96927 3.20103
C19 1.00731 2.09819 4.27171
C20 0.08503 2.37267 5.26748
C21 -0.69714 3.51272 5.20520
C22 -0.53991 4.39113 4.14764
C23 0.38976 4.12605 3.15990
H1 0.40764 -5.35181 -1.87591
H2 0.46625 -4.84192 -3.58765
H3 -1.01284 -3.05632 -3.25051
H4 -2.53262 -2.07986 -0.99022
H5 -4.66958 -2.89470 0.00128
H6 -5.18852 -5.29900 -0.02412
H7 -3.68097 -6.86718 -1.19438
H8 -1.61967 -6.05889 -2.22453
H9 3.71133 -3.33738 -1.76967
H10 5.68938 -2.21110 -0.75056
H11 5.25134 -0.15576 0.62673
H12 2.28930 3.71596 1.59391
H13 3.53443 1.96017 3.68775
H14 4.30012 3.18698 2.64405
H15 1.56711 1.17739 4.32654
H16 -0.02173 1.67574 6.08297
H17 -1.42259 3.71661 5.97883
H18 -1.13237 5.29211 4.09776
H19 0.52239 4.82317 2.34305
C24 -2.68295 -0.11017 -3.00667
C25 -1.67906 -0.79710 -3.87579
C26 -2.13995 -1.73201 -4.79746
C27 -1.27658 -2.38706 -5.65428
C28 0.07393 -2.10348 -5.57958
C29 0.56476 -1.16630 -4.68397
C30 2.04236 -0.92037 -4.67790
C31 -0.30885 -0.48966 -3.80202
N4 0.20334 0.55978 -2.99670
C32 0.62247 1.63739 -3.74652
C33 0.00007 1.97069 -5.07847
C34 1.59242 2.44446 -3.20927
C35 2.18535 3.59254 -3.98808
N5 2.00098 2.13629 -1.93226
C36 3.24179 2.65983 -1.51303
C37 4.43593 2.03994 -1.91440
C38 4.40165 0.89117 -2.87248
C39 5.65164 2.53722 -1.47250
C40 5.70890 3.65132 -0.65690
C41 4.53922 4.31217 -0.32480
C42 3.31045 3.84960 -0.76999
C43 2.05891 4.64499 -0.55516
H20 -3.49899 -0.78258 -2.74837
H21 -3.11044 0.73388 -3.54827
H22 -2.20019 0.25438 -2.10036
H23 -3.19828 -1.94541 -4.83923
H24 -1.64871 -3.09951 -6.37496
H25 0.76531 -2.61505 -6.23495
H26 2.51715 -1.49596 -5.46909
H27 2.46961 -1.23536 -3.72595
H28 2.26632 0.13299 -4.82966
H29 -0.84492 1.32036 -5.27940
H30 0.71141 1.86597 -5.89693
H31 -0.35063 3.00310 -5.07357
H32 1.40543 4.28562 -4.30599
H33 2.68832 3.23135 -4.88713
H34 2.90776 4.13446 -3.38327
H35 3.52112 0.27890 -2.68958
H36 5.30390 0.28937 -2.79393
H37 4.33835 1.27057 -3.89290
H38 6.55795 2.04571 -1.79550
H39 6.66257 4.02198 -0.31335
H40 4.57981 5.21411 0.27084
H41 1.81004 5.16469 -1.48092
H42 2.19456 5.39688 0.22115
H43 1.23004 3.97256 -0.31789
C44 -2.13833 3.84498 0.32175
C45 -1.73058 3.23969 -1.04079
C46 -0.95031 4.30353 -1.83502
C47 -3.03046 2.95438 -1.82234
C48 -0.95441 1.96687 -0.79710
H44 -2.60957 4.81609 0.17105
H45 -1.26657 3.97723 0.95960
H46 -2.84352 3.19879 0.83750
H47 -1.62193 4.88227 -2.46677
H48 -0.20912 3.81548 -2.46301
H49 -0.45937 5.00135 -1.16445
H50 -3.68141 3.82821 -1.79222
H51 -3.56300 2.10905 -1.39976
H52 -2.79325 2.74185 -2.86126
H53 -1.64042 1.26954 -0.27620
C49 -5.12381 0.96630 0.54415
O3 -3.86584 0.34314 0.74493
C50 -3.93799 -0.82706 1.46064
O4 -5.01863 -1.25114 1.84513
C51 -2.70348 -1.53574 1.60440
C52 -2.76707 -2.69258 2.36764
As1 -3.13303 -2.48443 4.25499
C53 -3.91703 -0.68958 4.50761
C54 -1.20489 -1.87447 4.31410
C55 -0.42650 -1.65401 3.23093
As2 -0.86687 -0.90655 1.36799
C56 -1.17693 0.85123 2.23999
C57 1.03053 -1.54188 3.27147
O5 1.60031 -0.69030 2.61149
O6 1.79635 -2.46870 3.86404
C58 1.28736 -3.57606 4.58055
C59 -0.58720 -1.53869 5.62096
O7 0.19544 -0.61236 5.68399
O8 -0.89970 -2.13578 6.78203
C60 -1.60230 -3.35630 6.89813
C61 -1.79859 -3.74024 2.28333
O9 -1.63144 -4.57377 3.17667
O10 -1.05331 -3.75867 1.15234
C62 -0.15818 -4.84369 1.00044
H54 -4.93966 1.99918 0.25567
H55 -5.71193 0.92836 1.46535
H56 -5.68191 0.44901 -0.24174
H57 -4.98738 -0.73050 4.31232
H58 -3.46219 0.06418 3.86846
H59 -3.76711 -0.40664 5.55280
H60 -0.96053 0.80007 3.30431
H61 -2.19843 1.19263 2.09735
H62 -0.49042 1.56730 1.79189
H63 1.05070 -3.29907 5.60908
H64 2.09767 -4.30528 4.59417
H65 0.40165 -4.01526 4.11282
H66 -1.20461 -3.83734 7.79162
H67 -1.46031 -4.00277 6.03032
H68 -2.67000 -3.16227 7.04312
H69 0.68008 -4.48136 0.40725
H70 -0.66653 -5.66637 0.48801
H71 0.19251 -5.19350 1.97505

Properties
E_tot: -238159.2688 eV
Kohn-Sham gap (spin up / spin down): 0.1254 / 0.1257 Ha
Spin multiplicity: 1
LUMO (spin up / spin down): -1.72 / -1.71 eV

In the order shown, the computed relative energy (zero: lowest compared OMol25 entry of this formula, charge and spin) values come out to 0.260 2.423 eV.
In the order shown, the computed molar mass values come out to 104.177 1243.986 g/mol.